1.
C28H42CaNO24 | ωB97M-V/def2-TZVPD

Its expectation value of S² is 0.7691. The LUMO energy (alpha / beta) is -6.3 / -12.3 eV. The calculation puts the highest occupied orbital energy (alpha / beta) at -0.5285 / -0.5285 Ha. Its energy above the lowest of the compared OMol25 structures with the same formula, charge and spin is 137.2 kcal per mole. The multiplicity is 2. The charge is +2. The value obtained for the total energy is -98766.679 eV. The orbital gap (alpha / beta) is 8.083 / 2.049 eV.

Geometry (Å):
Ca 3.0313 -0.6164 2.5158
N 1.0378 0.9538 1.1942
O 2.1629 1.3235 1.5180
O 0.7946 -0.2301 1.5352
O 0.1953 1.6192 0.5925
C 0.5365 -3.2751 -2.1670
C -0.3047 -2.1841 -2.7957
C -0.3891 -0.9188 -1.8241
O -0.0320 0.2212 -2.5686
C 0.4543 -0.2052 -3.7250
O 1.0403 0.5649 -4.5584
O 0.3227 -1.5499 -3.8375
H 0.8782 -3.9892 -2.9163
H 0.1155 -3.8600 -1.3492
H 1.4878 -2.8773 -1.8136
H -1.2538 -2.5389 -3.1976
H 0.3265 -1.0573 -1.0137
H -1.3719 -0.8348 -1.3602
C 2.6816 3.7279 -1.5022
C 1.5274 3.3787 -2.4413
C 0.1724 3.9526 -1.9671
O -0.3766 4.3813 -3.2079
C 0.5434 4.3989 -4.1332
O 0.3376 4.7250 -5.3030
O 1.7280 4.0189 -3.6525
H 3.6470 3.3044 -1.7794
H 2.5339 3.4013 -0.4729
H 2.9242 4.7901 -1.5359
H 1.5209 2.3081 -2.6460
H 0.3587 4.8004 -1.3077
H -0.4689 3.2600 -1.4220
C 5.5390 -1.3756 -3.9768
C 5.3722 -0.3862 -2.8560
C 4.2048 0.5656 -3.0384
O 3.4613 0.4756 -1.8504
C 3.8451 -0.5555 -1.1208
O 3.3394 -0.9490 -0.0445
O 4.9328 -1.1289 -1.7472
H 6.0009 -0.7946 -4.7751
H 4.6054 -1.8210 -4.3203
H 6.3254 -2.1053 -3.7839
H 6.2618 0.1647 -2.5507
H 3.5969 0.2950 -3.9017
H 4.5796 1.5637 -3.2651
C -2.3501 2.0135 3.1818
C -1.1293 2.7439 3.7457
C -0.8957 4.1963 3.3447
O -0.8145 4.8340 4.6214
C -0.8668 4.0221 5.6279
O -0.6633 4.2858 6.8105
O -1.0212 2.7592 5.1404
H -2.2211 1.8290 2.1153
H -3.2424 2.6157 3.3524
H -2.5200 1.0651 3.6916
H -0.2694 2.2254 3.3216
H -1.6812 4.5486 2.6761
H 0.0567 4.3993 2.8549
C 1.1398 -6.4668 -0.0068
C 0.5829 -5.5306 1.0342
C 0.9800 -5.8726 2.4404
O 1.4327 -4.6910 3.0038
C 1.6202 -3.7873 2.0206
O 2.0005 -2.6557 2.2393
O 1.2559 -4.2210 0.9196
H 2.1872 -6.7207 0.1560
H 0.9899 -6.0851 -1.0167
H 0.5699 -7.3959 0.0034
H -0.5035 -5.4427 1.0516
H 1.7103 -6.6780 2.5194
H 0.1324 -6.2490 3.0131
C -4.3532 -1.1439 3.1818
C -3.4306 -2.0768 2.4248
C -1.9349 -1.8463 2.2938
O -1.3691 -2.8779 3.0198
C -2.3310 -3.7971 3.3080
O -2.0977 -4.8169 3.8804
O -3.5356 -3.3443 2.9716
H -5.3276 -1.5538 3.4474
H -4.7599 -0.2659 2.6802
H -3.9811 -0.8902 4.1745
H -3.7589 -2.2099 1.3939
H -1.5974 -0.9086 2.7352
H -1.5106 -1.7719 1.2926
C -3.0483 1.9395 -2.3976
C -3.0393 2.1301 -0.8356
C -2.9415 3.5615 -0.1690
O -4.0563 3.5874 0.7894
C -4.8245 2.5075 0.6326
O -5.8312 2.2445 1.2278
O -4.3208 1.6801 -0.3692
H -2.2028 2.3717 -2.9328
H -3.9641 2.4258 -2.7337
H -3.1045 0.8756 -2.6280
H -2.3211 1.4906 -0.3224
H -3.0743 4.3503 -0.9095
H -1.9906 3.6558 0.3553

Atomic forces in eV per Å
Ca -1.2 -0.7 -1.7
N -1.8 -1.5 -0.3
O 1.9 2.2 0.3
O -0.6 -0.7 0.3
O 0.9 0.2 0.3
C 1.0 -0.4 -0.6
C -0.7 1.3 2.3
C -0.8 -1.9 1.3
O -0.6 0.0 0.1
C 3.2 2.5 -4.0
O -2.8 -3.7 3.7
O 1.9 1.3 -2.8
H -0.4 -0.1 -0.3
H -0.5 0.4 -0.1
H -0.1 0.4 0.3
H -0.2 -0.1 0.5
H 0.1 0.1 0.0
H -0.1 0.4 -0.2
C 0.6 0.1 0.0
C 0.9 -0.6 2.1
C 1.2 -0.1 -0.1
O -2.2 -0.2 1.8
C 0.5 1.2 -5.5
O 0.5 -0.8 3.3
O 0.3 0.5 -1.1
H -0.2 -0.5 -0.4
H -0.4 0.1 0.0
H -0.6 0.2 0.2
H -0.4 -0.1 0.2
H -0.1 0.3 -0.1
H 0.0 -0.2 -0.4
C 1.4 0.9 -0.7
C -0.6 -0.3 -0.3
C 0.8 0.5 -2.2
O -1.3 0.2 1.5
C 1.5 -1.1 0.3
O 1.3 1.1 -2.1
O -2.0 -0.8 3.7
H -0.3 0.0 -0.5
H 0.1 0.0 0.2
H -0.4 -0.2 0.4
H 0.3 -0.3 -0.3
H -0.4 -0.2 0.2
H -0.4 0.2 0.6
C -0.3 0.7 0.9
C 1.1 -0.8 -1.4
C 0.0 0.0 0.4
O -0.5 2.7 -1.7
C 1.3 -0.8 3.9
O -1.0 -0.7 -3.5
O -0.6 -1.0 0.8
H 0.2 0.0 -0.1
H -0.2 0.0 -0.1
H 0.2 0.0 0.0
H 0.3 -0.5 0.4
H -0.3 0.6 0.5
H 0.0 -0.3 0.0
C -0.6 -0.2 -0.4
C 0.9 -0.5 0.1
C -0.8 -2.4 0.8
O 1.1 2.0 0.3
C -0.3 -0.2 4.2
O 1.2 1.0 0.4
O -1.5 -0.9 -4.3
H 0.0 0.2 0.0
H 0.2 0.2 0.0
H 0.0 -0.1 0.2
H 0.1 0.7 -0.8
H 0.5 0.3 -0.2
H -0.1 0.3 0.1
C -0.6 0.5 0.9
C -1.4 0.9 -2.2
C 0.5 2.3 0.5
O 0.5 -1.2 0.1
C 0.6 -0.8 1.5
O -0.1 0.2 -0.6
O 0.2 -1.4 0.7
H 0.2 -1.1 -0.3
H 1.0 0.4 -0.4
H 0.4 0.3 -0.1
H -0.6 0.4 -0.1
H -0.2 0.1 0.3
H -0.4 -0.6 -0.3
C -0.6 -0.2 0.6
C -1.0 1.4 0.3
C -0.3 -1.0 -0.3
O 0.4 -0.9 -1.0
C 0.2 1.5 0.4
O 0.7 -0.5 -0.5
O 0.2 0.0 -0.2
H 0.3 0.2 0.5
H 0.1 0.0 -0.2
H 0.0 0.1 0.0
H 0.6 -0.6 0.0
H -0.1 0.1 0.1
H -0.2 0.2 0.1

=====

2.
C18H34F3N4O5 | ωB97M-V/def2-TZVPD

The LUMO energy is -3.8 eV. The calculation puts the highest occupied orbital energy at -0.4300 Ha. The charge is +1. The value obtained for the total energy is -43551.397 eV. The orbital gap is 7.942 eV.

Geometry (Å):
C 2.2788 1.2460 -2.1389
C 2.6020 -0.3502 -1.9198
N 2.8076 -0.7675 -0.4803
N 1.6757 -0.5949 0.3010
C 1.0095 -1.9554 0.4067
N -0.4853 -2.0849 0.2158
C -0.8851 -1.7432 -1.0521
C -1.6850 -0.2839 -1.1923
C -0.7022 -2.6355 -2.4150
C 1.1398 -2.2254 2.0521
C 1.0818 -0.6724 2.6705
N -0.3354 -0.1351 2.6213
C 1.5890 -0.8004 4.2272
C 0.6636 -0.0087 5.3248
O 0.5639 1.4498 5.1060
C 1.4208 -0.1850 6.8057
F 1.5946 -1.6173 7.1900
F 0.5928 0.4688 7.8700
F 2.7039 0.5656 6.7093
C 2.2053 -0.0258 1.6136
C 2.0560 1.5772 1.9219
C 3.1754 2.5307 1.1929
O 4.4956 1.8879 1.0002
H 1.7389 1.7185 -1.1883
H 3.2308 1.8694 -2.4367
H 1.4600 1.3007 -3.0051
H 3.6389 -0.5528 -2.4751
H 1.8023 -0.9732 -2.5042
H 3.6646 -0.3490 -0.0571
H 0.9380 0.0872 0.0163
H 1.6719 -2.7850 -0.1391
H -2.5908 -0.3011 -0.4151
H -0.9971 0.6130 -0.8853
H -2.0875 -0.1295 -2.2812
H -0.6546 -3.7962 -2.2453
H -1.6738 -2.4331 -3.0778
H 0.2086 -2.3406 -3.0879
H 2.0955 -2.8294 2.3541
H 0.2301 -2.8903 2.3741
H -0.5211 0.4319 1.7615
H -1.0264 -0.9434 2.5768
H 2.6841 -0.4022 4.3348
H 1.6174 -1.9448 4.5455
H -0.4102 -0.5032 5.3590
H -0.4131 1.6428 4.9624
H 3.1957 -0.4563 2.0691
H 2.2264 1.7084 3.0956
H 1.0030 1.9958 1.6301
H 3.3710 3.4399 1.9408
H 2.7887 3.0448 0.1887
H 4.9176 2.4041 0.2255
C -6.3350 1.0324 -5.1748
C -5.1007 0.4281 -4.5350
C -4.1127 1.4512 -4.0614
O -2.8781 0.7659 -4.1623
C -3.0381 -0.1818 -5.1364
O -2.1277 -0.8248 -5.6266
O -4.3521 -0.3092 -5.4865
H -6.7689 1.8167 -4.5476
H -6.1077 1.4479 -6.1629
H -7.0938 0.2580 -5.3294
H -5.3878 -0.2525 -3.7246
H -4.2995 1.7551 -3.0272
H -4.0695 2.3463 -4.6923

Atomic forces in eV per Å
C -1.3 -0.2 -0.3
C 1.4 0.8 -1.5
N 1.6 0.8 -3.4
N 0.3 0.8 1.0
C -0.9 -5.5 3.5
N 1.4 3.7 -4.3
C 0.3 0.1 1.3
C -1.0 -1.4 0.0
C -0.9 0.2 -0.5
C -0.5 0.0 -0.4
C 0.6 -3.0 0.1
N 0.4 -0.7 -1.0
C 0.4 0.2 0.4
C 0.1 -0.4 0.4
O -1.4 -2.1 0.0
C -0.6 0.9 0.7
F -0.1 4.9 -1.1
F 3.0 -2.3 -3.3
F -3.8 -2.9 0.9
C -3.0 0.8 5.3
C 1.5 0.4 -0.7
C -0.2 2.0 0.7
O -1.1 1.3 -2.0
H 1.3 -0.9 -1.9
H -2.0 -1.3 0.8
H 2.0 0.1 1.8
H -2.3 0.2 1.3
H 1.4 0.9 1.6
H -1.3 0.1 -0.5
H 0.8 -0.2 -0.5
H -1.3 2.4 0.7
H 2.0 0.0 -1.7
H -1.0 -1.8 -0.6
H 0.8 -0.2 2.2
H 0.0 2.4 0.1
H 2.2 -0.3 1.4
H -1.7 -0.3 1.4
H -1.5 1.5 -0.6
H 1.7 1.4 -0.6
H 0.2 -0.8 1.1
H 1.4 1.3 -0.1
H -2.0 -0.7 -0.2
H -0.2 2.5 -0.6
H 2.4 1.0 0.2
H 1.9 -0.4 0.3
H -1.7 0.7 -1.9
H -0.6 -0.6 -2.6
H 1.9 -0.9 0.7
H -0.6 -1.9 -1.6
H 0.8 -1.4 2.1
H -0.9 -1.3 2.0
C -0.3 -0.4 -0.3
C -1.3 0.6 0.0
C -0.3 0.8 0.6
O 0.3 -0.7 -0.6
C 1.4 -1.4 -1.3
O -1.8 1.3 1.2
O 1.5 -0.1 0.2
H 0.1 -0.1 0.0
H 0.1 0.0 0.3
H 0.1 0.2 0.1
H 0.1 0.1 0.0
H 0.2 -0.1 -0.1
H -0.1 -0.1 0.0

=====

3.
C15H33F5O6SSi3 | ωB97M-V/def2-TZVPD

The LUMO energy is 0.2 eV. As for the SMILES: CC(=O)OCCC[Si@@H](CCO)S(=O)(=O)C(F)(F)C(F)(F)F.C[Si](C)(C)O[Si](C)(C)C. The calculation puts the highest occupied orbital energy at -0.3585 Ha. The charge is 0. The value obtained for the total energy is -76435.115 eV. The orbital gap is 9.921 eV.

Geometry (Å):
C -6.7313 1.9531 -2.4927
C -6.2742 0.8462 -1.5818
O -6.6434 -0.2893 -1.6671
O -5.3535 1.1595 -0.6355
C -5.1070 2.5157 -0.2561
C -3.9665 2.5118 0.7472
C -2.5498 2.6617 0.1610
Si -2.2070 1.8351 -1.4855
C -1.3270 2.9191 -2.7377
C -2.0165 2.8920 -4.0958
O -3.3233 3.4632 -4.0244
S -0.8081 0.1598 -0.9645
O -1.2358 -0.4273 0.2809
O 0.5361 0.6631 -1.1273
C -0.8860 -1.2725 -2.2037
F -0.0409 -0.9981 -3.2082
F -0.4567 -2.3514 -1.5370
C -2.2792 -1.5733 -2.7946
F -2.2888 -2.7662 -3.3820
F -3.2007 -1.5469 -1.8318
F -2.5874 -0.6395 -3.7093
H -7.2705 1.4920 -3.3150
H -5.8936 2.5280 -2.8865
H -7.4027 2.6311 -1.9635
H -6.0141 2.9397 0.1781
H -4.8401 3.1120 -1.1364
H -4.0369 1.5892 1.3236
H -4.1291 3.3310 1.4507
H -1.8272 2.2865 0.8909
H -2.3044 3.7188 0.0223
H -3.3865 1.2133 -2.0885
H -0.2790 2.6183 -2.8173
H -1.3222 3.9487 -2.3603
H -2.1542 1.8663 -4.4397
H -1.4214 3.4160 -4.8487
H -3.2762 4.2568 -3.4827
O 4.5710 -1.3166 2.4602
Si 3.0934 -1.0611 1.7708
C 1.7451 -1.6803 2.9055
C 2.9886 -1.9583 0.1361
C 2.8934 0.7687 1.4987
Si 5.5398 -2.5235 3.0149
C 7.1135 -1.7493 3.6439
C 5.9340 -3.7163 1.6312
C 4.6902 -3.4403 4.4043
H 1.7829 -2.7652 3.0248
H 0.7659 -1.4237 2.4928
H 1.8248 -1.2309 3.8978
H 3.8108 -1.6743 -0.5243
H 2.0519 -1.7033 -0.3653
H 3.0189 -3.0425 0.2648
H 3.6656 1.1600 0.8334
H 2.9470 1.3198 2.4398
H 1.9232 0.9615 1.0356
H 7.6347 -1.2073 2.8526
H 7.7851 -2.5243 4.0217
H 6.9154 -1.0487 4.4572
H 5.0425 -4.2489 1.2934
H 6.6603 -4.4609 1.9662
H 6.3586 -3.1950 0.7708
H 3.8032 -3.9710 4.0524
H 4.3784 -2.7550 5.1953
H 5.3670 -4.1769 4.8442

Atomic forces in eV per Å
C -0.1 -0.1 -0.1
C 0.1 0.0 -0.1
O 0.0 0.0 0.0
O -0.1 -0.1 0.3
C 0.1 0.0 -0.2
C 0.0 0.1 0.1
C 0.1 -0.2 0.1
Si -0.3 0.3 -0.2
C 0.1 -0.1 0.1
C -0.1 0.1 0.0
O -0.1 -0.2 0.2
S -0.1 0.0 -0.1
O 0.0 0.0 0.1
O 0.1 0.0 0.1
C 0.0 0.0 0.1
F 0.0 -0.1 0.0
F 0.0 0.0 -0.1
C -0.1 0.0 0.1
F 0.0 0.1 0.0
F 0.1 -0.1 -0.2
F 0.0 -0.1 0.1
H 0.0 0.1 0.0
H 0.0 0.0 0.0
H 0.0 0.0 0.0
H 0.0 0.0 0.0
H -0.1 0.0 0.0
H 0.0 0.0 0.0
H 0.0 0.0 0.0
H 0.0 0.0 0.0
H -0.1 0.0 0.0
H 0.1 -0.1 0.0
H 0.0 0.0 0.0
H 0.1 0.0 0.0
H 0.0 0.0 0.0
H 0.0 0.0 0.0
H 0.1 0.1 -0.1
O 0.0 0.0 0.0
Si -0.1 0.0 -0.1
C 0.0 0.0 0.0
C 0.0 0.0 0.0
C 0.0 0.0 0.0
Si 0.1 0.0 0.0
C 0.0 0.0 0.0
C 0.0 0.0 0.0
C 0.0 0.0 0.0
H 0.0 0.0 0.0
H 0.0 0.0 0.0
H 0.0 0.0 0.0
H 0.0 0.0 0.0
H 0.0 0.0 0.0
H 0.0 0.0 0.0
H 0.0 0.0 0.0
H 0.0 0.0 0.0
H 0.0 0.0 0.0
H 0.0 0.0 0.0
H 0.0 0.0 0.0
H 0.0 0.0 0.0
H 0.0 0.0 0.0
H 0.0 0.0 0.0
H 0.0 0.0 0.0
H 0.0 0.0 0.0
H 0.0 0.0 0.0
H 0.0 0.0 0.0

=====

4.
C2H2AgFO | ωB97M-V/def2-TZVPD

The LUMO energy is -0.6 eV. The calculation puts the highest occupied orbital energy at -0.2943 Ha. Its energy above the lowest of the compared OMol25 structures with the same formula, charge and spin is 64.3 kcal per mole. The charge is 0. The value obtained for the total energy is -10865.664 eV. The orbital gap is 7.410 eV.

Geometry (Å):
H 0.4568 -3.0840 1.2578
C 0.0392 0.3770 -0.3087
C 0.6571 1.4864 0.0425
O -0.4929 -0.5681 -0.7531
H 1.3949 1.9576 -0.6043
F 0.3225 2.1168 1.1835
Ag -0.5620 -2.9743 -0.5681

Atomic forces in eV per Å
H -1.0 0.0 -1.7
C -0.1 -0.3 -0.7
C -0.1 -0.1 -0.2
O 0.2 1.1 0.3
H -0.2 -0.3 0.3
F 0.1 0.0 0.2
Ag 1.0 -0.5 1.9